Entry from the Open Molecules 2025 dataset: 2 unconnected molecules or ions with the total composition C24H28BNO6 at a distorted geometry (wB97M-V/def2-TZVPD).

Structure (XYZ):
```
60
C24H28BNO6 | the Open Molecules 2025 dataset | wB97M-V/def2-TZVPD
C 6.41 0.97 0.54
C 5.24 -0.08 0.27
C 4.92 -0.25 -1.28
C 3.34 -0.47 -1.44
C 2.69 0.75 -2.17
C 1.14 0.57 -2.55
C 0.50 -0.47 -1.58
C 0.43 -1.89 -1.99
O 0.93 -2.18 -3.24
C 0.31 -3.33 -3.85
C -1.19 -3.10 -4.27
C -0.14 -2.87 -1.06
C -0.64 -2.47 0.25
O -1.17 -3.32 1.20
B -1.96 -4.37 0.63
O -1.42 -5.67 0.68
O -3.21 -4.23 0.04
C -0.56 -1.05 0.62
C 0.03 -0.03 -0.28
C 0.11 1.44 0.24
O 1.02 2.19 -0.01
C -1.05 1.92 1.15
C -1.55 3.29 1.18
C -2.67 3.59 2.08
C -3.30 2.57 2.90
C -2.79 1.19 2.89
C -1.66 0.90 2.02
C -1.07 -0.55 1.99
O -1.01 -1.18 3.02
H 7.16 0.88 -0.28
H 6.86 0.76 1.54
H 5.95 2.00 0.54
H 5.46 -1.07 0.76
H 4.35 0.32 0.84
H 5.38 -1.21 -1.61
H 5.25 0.63 -1.88
H 3.11 -1.38 -2.07
H 2.95 -0.66 -0.41
H 3.23 0.89 -3.16
H 2.84 1.72 -1.62
H 0.64 1.57 -2.42
H 1.02 0.30 -3.63
H 0.46 -4.28 -3.26
H 0.87 -3.50 -4.81
H -1.24 -2.09 -4.77
H -1.92 -3.18 -3.42
H -1.39 -3.84 -5.09
H -0.15 -3.93 -1.37
H -0.60 -5.58 1.21
H -3.60 -3.39 0.33
H -1.08 4.07 0.54
H -3.02 4.64 2.10
H -4.16 2.77 3.57
H -3.22 0.37 3.50
C -6.61 5.11 4.74
C -5.37 5.62 4.12
N -4.40 6.00 3.63
H -6.57 5.26 5.82
H -7.47 5.66 4.35
H -6.73 4.05 4.53
```

E_LUMO = -0.5704 eV
charge = 0
SMILES string = CCCCCCc1c(OCC)cc(OB(O)O)c2c1C(=O)c1ccccc1C2=O.CC#N
energy = -39794.40135 eV
relative energy (zero: lowest compared OMol25 entry of this formula, charge and spin) = 0.0 kcal per mole
orbital gap = 0.2925 hartree
2S+1 = 1

Results of the Löwdin charge analysis, in e, for atoms 1 through 5: C -0.13; C -0.26; C -0.19; C -0.20; C -0.18